Record 1
DFT (wB97M-V/def2-TZVPD) results for a single C5H6O molecule.

## Properties
Energy relative to the best compared isomer or geometry (same formula, charge and spin)   259.4 kJ/mol
SMILES string   O=CCC1C=C1
Kohn-Sham gap   10.20 eV

Each line ends with the natural charge from an NBO analysis.
Element x y z (Å)
1 C 0.92797 -0.44287 -0.34499  -0.536
2 C 0.29629 0.91849 -0.05494  -0.244
3 C -1.18678 1.10379 0.02211  -0.137
4 O -1.18872 -1.54590 -0.67230  -0.523
5 C -0.03197 -1.61088 -0.32756  0.448
6 C -0.56055 1.15490 1.15166  -0.210
7 H 1.76516 -0.65059 0.33480  0.215
8 H 1.36201 -0.43602 -1.35721  0.241
9 H 0.90827 1.74478 -0.43254  0.180
10 H -2.10168 1.10664 -0.54745  0.235
11 H 0.39304 -2.58340 0.00129  0.106
12 H -0.58304 1.24105 2.22713  0.225

***

Record 2
DFT (wB97M-V/def2-TZVPD) results for a molecular structure, C23H17BrF6N4O7S4Sc at a distorted geometry.

## Properties
Net charge   -1
Energy relative to the best compared isomer or geometry (same formula, charge and spin)   0.0 kJ/mol
Kohn-Sham gap   7.46 eV

Each line ends with the natural charge from an NBO analysis.
Element x y z (Å)
1 Sc -0.33144 -0.80379 -0.03869  1.557
2 Br -0.21778 -2.22388 2.40336  0.142
3 C -1.01290 -0.76188 3.35904  -0.011
4 C -1.50338 -1.05485 4.59408  -0.253
5 C -2.02979 -0.00031 5.37343  -0.216
6 C -2.01774 1.27435 4.89075  -0.186
7 C -1.50047 1.56588 3.60459  0.031
8 C -1.45280 2.90259 3.12229  -0.220
9 C -0.93635 3.17271 1.89427  -0.185
10 C -0.47072 2.11274 1.07284  -0.207
11 C -0.49954 0.79913 1.46346  -0.514
12 C -0.99937 0.53267 2.77799  -0.121
13 H -1.47873 -2.06521 4.97594  0.226
14 H -2.42335 -0.21452 6.35821  0.215
15 H -2.39924 2.09172 5.49106  0.208
16 H -1.82290 3.69516 3.76186  0.207
17 H -0.88439 4.19403 1.53835  0.211
18 H -0.09315 2.37862 0.08837  0.200
19 F 1.89760 1.45699 -1.61115  -0.284
20 C 1.38700 1.51115 -2.83343  0.750
21 F 0.69819 2.63876 -2.97937  -0.293
22 F 2.36174 1.45171 -3.72988  -0.291
23 S 0.20869 0.12292 -3.11084  2.248
24 O -0.65017 0.11931 -1.89544  -0.974
25 O -0.45395 0.39210 -4.33837  -0.866
26 N 1.19946 -1.10233 -3.12153  -1.217
27 S 0.89658 -2.54243 -2.56262  2.260
28 O 0.12639 -2.49855 -1.30847  -0.969
29 O 2.06977 -3.34532 -2.57561  -0.878
30 C -0.26613 -3.29467 -3.77000  0.740
31 F -0.56560 -4.52266 -3.36661  -0.294
32 F 0.33001 -3.34586 -4.95842  -0.300
33 F -1.37023 -2.57102 -3.86783  -0.293
34 C -4.89486 -2.72124 -4.22255  -0.650
35 C -4.44173 -1.64432 -3.27896  0.262
36 C -4.59469 -0.29974 -3.59351  -0.339
37 C -4.13009 0.60775 -2.66264  0.089
38 N -3.56135 0.24238 -1.51984  -0.473
39 C -3.43961 -1.07081 -1.31335  0.299
40 S -2.69551 -1.60827 0.21184  -0.333
41 N -3.86588 -2.02928 -2.14490  -0.488
42 H -5.90498 -2.52550 -4.58509  0.216
43 H -4.86762 -3.68680 -3.72308  0.235
44 H -4.24035 -2.76121 -5.09583  0.224
45 H -5.05611 0.02210 -4.51700  0.216
46 H -4.21488 1.67579 -2.83909  0.190
47 N 2.08073 -0.98663 0.13618  -0.903
48 C 2.99196 -0.12986 0.90012  0.177
49 C 4.18809 0.24013 0.30162  -0.285
50 C 5.07812 1.06676 0.96871  -0.172
51 C 4.78819 1.51082 2.25249  -0.310
52 C 3.58984 1.12796 2.84284  -0.165
53 C 2.68556 0.31497 2.17373  -0.258
54 S 5.96505 2.52983 3.14136  2.420
55 O 5.12466 3.43129 3.91383  -1.021
56 O 6.73375 3.16629 2.08289  -1.025
57 O 6.71919 1.58080 3.94216  -1.014
58 H 2.45474 -1.00055 -0.80941  0.389
59 H 2.18288 -1.94674 0.45998  0.397
60 H 4.42154 -0.11254 -0.69941  0.198
61 H 6.00254 1.38736 0.50744  0.243
62 H 3.35992 1.50262 3.83201  0.239
63 H 1.74561 0.05135 2.63583  0.217

***

Record 3
DFT (wB97M-V/def2-TZVPD) results for a molecular structure, C18H33BBeBrClCsF4N3O15 at a distorted geometry.

## Properties
Energy relative to the best compared isomer or geometry (same formula, charge and spin)   0.0 kJ/mol
Kohn-Sham gap   3.24 eV

Each line ends with the Löwdin charge.
Element x y z (Å)
1 O 8.54628 -0.56649 -1.19259  0.107
2 C 7.78473 -0.25511 -2.05508  -0.365
3 C 6.35458 0.49424 -1.81885  -0.093
4 C 5.16399 -0.62258 -2.02842  -0.331
5 C 4.84817 -1.65657 -1.05975  0.073
6 C 3.83136 -2.53106 -1.47074  0.073
7 B 3.44724 -3.70681 -0.44860  -0.647
8 O 3.87254 -4.97379 -0.71597  0.212
9 O 2.74384 -3.40329 0.67100  0.205
10 C 3.13120 -2.44462 -2.75426  -0.170
11 C 2.04734 -3.34907 -3.20338  -0.070
12 C 0.76141 -3.04794 -2.48996  -0.229
13 O 0.42310 -1.66818 -2.63413  -0.119
14 C -0.75294 -1.38076 -1.91072  -0.081
15 C -0.35063 -0.72014 -0.59183  -0.581
16 F 0.82740 -0.09889 -0.71104  0.150
17 F -0.20137 -1.62194 0.40454  0.121
18 F -1.27727 0.16062 -0.18927  0.139
19 N 3.43870 -1.48040 -3.57356  0.020
20 N 4.40012 -0.68352 -3.19629  -0.635
21 H 8.04958 -0.52627 -3.14591  -0.035
22 H 6.26649 0.86273 -0.79581  0.090
23 H 6.21645 1.31500 -2.58213  0.126
24 H 5.34658 -1.71715 -0.11332  0.139
25 H 4.76049 -4.90943 -1.07740  0.112
26 H 3.30987 -3.50732 1.43960  0.123
27 H 1.97036 -3.23724 -4.27859  0.136
28 H 2.36364 -4.36171 -2.95627  0.138
29 H 0.80724 -3.28323 -1.42785  0.091
30 H -0.01122 -3.66185 -2.94262  0.081
31 H -1.32530 -2.28079 -1.71075  0.114
32 H -1.40212 -0.71182 -2.46383  0.133
33 H 4.64726 0.09842 -3.93287  -0.194
34 C -3.05215 -5.77598 -3.30861  -0.192
35 C -3.18426 -4.33426 -3.24347  -0.311
36 N -3.27118 -3.19351 -3.19386  0.130
37 H -2.37509 -6.04563 -4.11469  0.071
38 H -2.62264 -6.14703 -2.34454  -0.120
39 H -4.02767 -6.23119 -3.49329  0.075
40 O -1.09834 1.82478 3.28011  0.062
41 C -1.83680 1.02751 2.71781  -0.243
42 C -3.07374 0.43365 3.97010  -0.280
43 O -3.79900 -0.39380 3.43245  0.035
44 H -1.38957 0.09531 2.31542  0.114
45 H -2.46526 1.39061 1.88166  0.147
46 H -3.52072 1.37239 4.33671  0.143
47 H -2.43813 0.08671 4.82348  0.096
48 Be 3.24208 0.39800 -4.89953  0.624
49 C -3.19160 7.44720 6.97359  -0.038
50 O -2.83174 6.59708 5.88364  0.012
51 C -1.79938 5.79822 6.12848  -0.632
52 O -1.17730 5.74110 7.15562  0.119
53 O -1.57428 5.06871 5.03862  0.015
54 C -0.48194 4.15780 5.15613  -0.047
55 H -4.03887 8.04005 6.64324  0.095
56 H -3.48602 6.85816 7.84004  0.096
57 H -2.37001 8.11312 7.22912  0.098
58 H -0.66770 3.43673 5.95260  0.094
59 H 0.44791 4.69301 5.34033  0.101
60 H -0.40063 3.62677 4.21581  0.060
61 Br -0.68127 -5.98031 -1.33623  -0.304
62 O -2.08554 -2.71508 5.36559  0.350
63 H -2.65811 -3.30174 5.89799  0.204
64 H -1.49025 -2.18397 5.92903  0.197
65 H -2.62546 -2.13939 4.75601  0.178
66 C -2.60275 2.23686 -3.52003  -0.153
67 O -1.94638 1.85157 -4.74626  -0.141
68 H -3.18236 3.13369 -3.69648  0.044
69 H -3.27277 1.44166 -3.18987  0.079
70 H -1.85137 2.43987 -2.74626  0.071
71 H -1.44202 1.05617 -4.56688  0.038
72 O -4.83173 3.59431 -2.85157  -0.419
73 Cl -6.17111 4.09930 -2.58603  0.640
74 O -6.36045 5.34163 -3.29369  -0.380
75 O -6.31779 4.31944 -1.16388  -0.394
76 O -7.14079 3.12889 -3.03028  -0.380
77 F 4.74210 0.56445 -0.05288  -0.496
78 Cs 6.22298 -1.10433 -4.20933  1.713

***

Record 4
DFT (wB97M-V/def2-TZVPD) results for a single C4H9N3O3 molecule at a distorted geometry.

## Properties
Energy relative to the best compared isomer or geometry (same formula, charge and spin)   76.5 kJ/mol
SMILES string   [H]/N=C(/O)[C@](O)(CN)C(N)=O
Kohn-Sham gap   10.32 eV

Each line ends with the natural charge from an NBO analysis.
Element x y z (Å)
1 N -1.82961 -1.44301 0.42043  -0.867
2 C -0.53616 -1.02775 0.93311  -0.236
3 C 0.10001 -0.06519 -0.09981  0.073
4 O -0.10448 -0.56274 -1.38861  -0.740
5 C -0.58564 1.30632 -0.00939  0.530
6 N -0.79324 2.10009 -0.99377  -0.724
7 C 1.60801 0.07510 0.18517  0.660
8 N 2.39367 -0.07816 -0.88740  -0.806
9 O 2.02438 0.28630 1.31710  -0.607
10 H -2.09383 -2.36126 0.75633  0.380
11 H -2.57122 -0.79376 0.66464  0.375
12 H -0.56807 -0.53956 1.91630  0.220
13 H 0.11250 -1.91046 1.00202  0.207
14 H -0.90810 -1.11326 -1.30581  0.508
15 H 1.99627 -0.30585 -1.78806  0.421
16 H 3.39534 0.01357 -0.79111  0.408
17 O -0.51974 1.91765 1.16079  -0.673
18 H -0.70852 1.58444 -1.86883  0.360
19 H -0.41157 2.91754 0.77690  0.512

***

Record 5
DFT (wB97M-V/def2-TZVPD) results for 3 unconnected molecules or ions with the total composition C4H13N3S at a distorted geometry.

## Properties
Energy relative to the best compared isomer or geometry (same formula, charge and spin)   324.4 kJ/mol
Kohn-Sham gap   8.16 eV

Each line ends with the natural charge from an NBO analysis.
Element x y z (Å)
1 C -1.27021 2.96040 0.40693  -0.441
2 N 0.06043 0.11642 2.31834  -0.817
3 C -0.69467 1.10303 1.72158  0.300
4 N -0.26737 2.01304 0.94404  -0.523
5 H -0.81548 3.59718 -0.33487  0.203
6 H -1.65859 3.60091 1.23195  0.193
7 H -2.09596 2.45946 -0.10623  0.184
8 H 0.76296 -0.27748 1.69535  0.424
9 H -0.49204 -0.57713 2.79167  0.377
10 H -1.75764 1.14852 2.04138  0.130
11 H -0.82038 0.48323 -0.81927  0.120
12 C 1.63761 -0.47785 -0.85829  -0.248
13 C 0.77636 -1.12868 -1.93139  -0.551
14 S -0.94376 -1.46797 -1.38153  -0.075
15 N 1.67566 -1.35165 0.35212  -0.860
16 H 1.14016 0.43813 -0.52396  0.219
17 H 2.67429 -0.26973 -1.17850  0.205
18 H 1.26596 -2.05954 -2.24270  0.216
19 H 0.71314 -0.47626 -2.80839  0.217
20 H 2.38031 -2.07513 0.20901  0.359
21 H 0.79063 -1.87312 0.26670  0.367

***

Record 6
DFT (wB97M-V/def2-TZVPD) results for a molecular structure, C38H42BN9O8RbSTe.

## Properties
2S+1   2
Net charge   -2
Kohn-Sham gap (alpha / beta)   6.87 / 5.58 eV

Each line ends with the Löwdin charge.
Element x y z (Å)
1 Rb 0.52315 2.27881 0.26214  0.916
2 C 0.77981 4.97785 2.57696  -0.039
3 C -0.45406 4.25847 3.02024  -0.368
4 C -1.56851 4.74157 3.74001  -0.031
5 C -2.42613 3.66845 3.80546  -0.075
6 N -1.83875 2.62275 3.18291  -0.009
7 N -0.63081 2.98681 2.70889  0.011
8 B -2.52879 1.31979 2.76219  -0.667
9 N -1.53359 0.13793 2.75152  0.000
10 C -1.71866 -1.05516 2.13952  -0.085
11 C -0.81420 -1.94759 2.66588  -0.053
12 C -0.10839 -1.20045 3.63329  -0.360
13 C 1.02179 -1.64815 4.50229  -0.035
14 N -0.55929 0.04406 3.68205  0.132
15 N -3.13710 1.43921 1.34182  0.012
16 C -4.11343 0.72930 0.74330  -0.106
17 C -4.19361 1.13447 -0.57189  -0.040
18 C -3.20482 2.13063 -0.69263  -0.385
19 C -2.87606 2.99021 -1.87254  -0.039
20 N -2.56790 2.29216 0.45774  0.086
21 N -3.63162 1.03051 3.82035  -0.007
22 C -3.35832 0.82565 5.12430  -0.089
23 C -4.54262 0.53648 5.76475  -0.041
24 C -5.50966 0.57992 4.74295  -0.377
25 C -6.97911 0.31789 4.83231  -0.058
26 N -4.95064 0.87797 3.57833  0.113
27 H 1.08590 5.71881 3.31785  0.071
28 H 1.61554 4.29491 2.41552  0.068
29 H 0.62010 5.50995 1.63574  0.081
30 H -1.71893 5.72871 4.14468  0.087
31 H -3.40610 3.56907 4.24219  0.116
32 H -2.46620 -1.17922 1.37304  0.111
33 H -0.65633 -2.97569 2.38159  0.102
34 H 0.66160 -2.05443 5.45025  0.068
35 H 1.60660 -2.42345 4.00601  0.073
36 H 1.67681 -0.80567 4.71949  0.074
37 H -4.70504 0.03045 1.30777  0.104
38 H -4.89575 0.79796 -1.31752  0.089
39 H -3.66912 2.94199 -2.61958  0.076
40 H -2.76061 4.02866 -1.56150  0.084
41 H -1.93514 2.71626 -2.35667  0.025
42 H -2.34409 0.89878 5.48269  0.117
43 H -4.68647 0.32518 6.81137  0.086
44 H -7.36519 0.57457 5.81979  0.064
45 H -7.51076 0.90924 4.08721  0.067
46 H -7.20869 -0.73493 4.65095  0.067
47 O 1.84803 4.11367 -3.69029  0.060
48 C 1.90633 3.10739 -3.00762  -0.610
49 O 0.84328 2.58701 -2.42776  -0.421
50 C 3.23042 2.34832 -2.89467  -0.104
51 C 3.06624 0.92044 -3.44897  -0.284
52 C 4.43562 0.26806 -3.70055  -0.088
53 C 4.85960 -0.11734 -2.25910  -0.084
54 C 3.71492 0.49363 -1.44856  -0.243
55 O 2.58976 0.19648 -2.30888  -0.204
56 C 3.80684 2.02318 -1.48311  -0.096
57 C 3.20724 2.76468 -0.26730  -0.782
58 O 2.86797 3.94823 -0.44713  -0.042
59 O 3.07580 2.10148 0.79399  -0.179
60 H 3.94898 2.90423 -3.49439  0.147
61 H 2.35298 0.82922 -4.26957  0.147
62 H 5.12920 0.95237 -4.18983  0.111
63 H 4.32840 -0.61517 -4.33071  0.110
64 H 5.82826 0.29201 -1.97334  0.114
65 H 4.88903 -1.19817 -2.12334  0.115
66 H 3.53733 0.08615 -0.46367  0.110
67 H 4.86915 2.28454 -1.46744  0.154
68 C -1.83933 -0.04575 -3.79928  -0.342
69 Te -0.17502 0.41969 -2.47913  1.762
70 C 0.32348 -1.62890 -2.88622  -0.332
71 C -0.45381 -2.09647 -4.07314  -0.265
72 C -0.13478 -3.28247 -4.73049  -0.028
73 C -0.87832 -3.69808 -5.82306  -0.091
74 C -1.94511 -2.92859 -6.27060  -0.099
75 C -2.26360 -1.74530 -5.62325  -0.050
76 C -1.52497 -1.32275 -4.52142  -0.281
77 H -2.04464 0.77898 -4.48062  0.067
78 H -2.68694 -0.13541 -3.11360  0.057
79 H 0.03912 -2.13986 -1.96500  0.046
80 H 1.40136 -1.72726 -2.97998  0.073
81 H 0.70186 -3.87439 -4.37874  0.122
82 H -0.62126 -4.61979 -6.32935  0.099
83 H -2.52352 -3.24883 -7.12824  0.094
84 H -3.09079 -1.13905 -5.97438  0.109
85 N 1.31362 -1.11272 0.43301  0.106
86 C 2.12923 -2.26253 0.35742  -0.318
87 C 3.48034 -2.23832 0.69267  -0.041
88 C 4.27202 -3.36558 0.50550  -0.056
89 C 3.73785 -4.53712 -0.00343  -0.275
90 C 2.38115 -4.58177 -0.29097  -0.063
91 C 1.58648 -3.46189 -0.11306  -0.056
92 S 4.77484 -5.96655 -0.32879  0.394
93 O 3.89283 -7.11016 -0.12515  -0.387
94 O 5.86088 -5.86142 0.63714  -0.384
95 O 5.19458 -5.78992 -1.71551  -0.382
96 H 1.65139 -0.43229 1.10405  0.077
97 H 0.37289 -1.36692 0.71060  0.046
98 H 3.91555 -1.33557 1.10806  0.112
99 H 5.32191 -3.34548 0.76915  0.110
100 H 1.95434 -5.51167 -0.64494  0.108
101 H 0.52415 -3.51690 -0.33002  0.097

***

no.,total energy (Eh)
1,-269.247442
2,-7159.268869
3,-5490.966970
4,-547.816888
5,-722.545313
6,-3283.372415